# 1
The following is a DFT calculation (ωB97M-V/def2-TZVPD) of the ion C4H11NS2 with charge -1.

Geometry as XYZ:
```
18
C4H11NS2 (ωB97M-V/def2-TZVPD)
N 0.041 -0.164 -1.687
S -0.211 3.027 2.082
H -0.383 0.742 -1.562
C -0.169 -0.919 -0.347
H -1.725 -1.049 -2.920
H 0.163 -1.995 -0.461
H 1.882 -0.533 0.490
H -0.359 -0.193 -3.873
H 0.019 -1.648 -2.885
C -0.678 -0.776 -2.963
H 0.958 -0.869 2.686
S 0.965 1.555 2.996
H -0.622 -0.358 2.141
H -0.866 3.397 3.216
C 0.437 -0.058 2.174
H 0.946 0.912 0.294
H -1.257 -0.936 -0.068
C 0.860 -0.134 0.687
```

ΔE to the lowest compared entry with this formula, charge and spin	192.1	kJ/mol
orbital gap (alpha / beta)	2.9 / 7.5	eV
spin multiplicity	2
charge	-1
highest occupied orbital energy (alpha / beta)	0.4 / -4.2	eV
<S²>	0.75

---

# 2
The following is a DFT calculation (ωB97M-V/def2-TZVPD) of a structure of composition C40H110AsF6N10O10Sr.

Geometry as XYZ:
```
178
C40H110AsF6N10O10Sr (ωB97M-V/def2-TZVPD)
C -0.398 -26.049 8.899
C -9.552 -29.350 9.515
H 1.161 -23.729 9.129
F -4.920 -28.820 8.966
H 0.721 -29.686 4.950
H -5.098 -30.756 9.713
H -6.838 -29.170 4.288
H -7.295 -24.573 11.611
H -10.468 -25.682 12.477
O -2.270 -26.143 3.647
C -8.467 -30.100 10.290
O -9.283 -24.181 11.657
H -6.912 -27.166 17.002
H -5.608 -23.931 2.985
H -8.244 -31.259 4.466
H -11.640 -22.886 12.129
O -2.772 -32.856 8.375
H -3.219 -31.692 12.271
H -5.904 -21.134 9.317
H -9.467 -27.733 10.695
H -4.801 -25.437 6.133
H -11.199 -22.404 14.469
C -4.283 -22.353 8.617
C -3.359 -21.152 8.580
C -4.812 -26.776 17.210
H 0.324 -22.843 7.899
H -4.840 -32.245 9.365
H 0.142 -31.066 5.923
H -5.847 -28.884 18.342
H -5.043 -23.237 4.464
C -5.959 -27.595 16.674
H -8.868 -27.442 9.198
H -1.333 -23.861 6.588
C -5.451 -22.096 9.551
H -1.752 -26.723 1.741
C -7.415 -30.062 12.363
H -8.601 -24.302 8.184
H -7.463 -29.960 9.867
H -0.540 -23.303 9.370
H -5.044 -30.196 2.577
H -8.286 -25.835 10.864
H -1.524 -32.604 9.985
As -5.110 -27.151 8.528
H -10.766 -23.440 7.323
F -5.360 -25.572 7.898
H -6.117 -27.451 2.716
H -5.061 -28.644 15.069
C -2.599 -32.685 9.766
O -0.686 -27.300 8.283
C -5.433 -26.900 13.120
C -10.650 -23.198 13.968
H -9.061 -20.847 7.388
H -6.336 -24.464 4.525
C -11.737 -24.358 5.151
N -5.866 -28.925 17.332
H -1.966 -31.343 6.037
N -4.858 -29.195 2.532
H -11.099 -24.855 10.990
H -9.713 -22.753 13.609
O -7.372 -30.510 2.766
O -10.441 -23.823 5.302
H -9.092 -21.985 8.533
C 0.141 -29.979 5.832
H -6.821 -29.451 0.499
C -9.460 -29.624 8.019
H 0.338 -28.214 9.835
H -12.026 -24.935 6.038
C -2.207 -30.390 5.561
H -9.403 -30.623 3.258
F -6.591 -27.070 9.366
H -6.226 -22.860 9.468
H -1.397 -28.500 9.794
N -3.464 -23.524 9.084
C -4.379 -25.292 4.162
N -1.499 -24.677 7.182
H -8.160 -28.681 3.218
H -8.440 -24.850 6.507
C -11.386 -23.753 12.747
H -3.488 -24.560 5.840
H -11.748 -25.032 4.296
H -8.568 -29.122 7.612
H -7.108 -23.975 7.236
H -12.429 -25.386 13.475
H -0.637 -27.202 2.925
H -2.256 -30.564 4.476
N -8.601 -21.705 7.685
H -4.034 -28.892 4.317
N -9.610 -27.910 9.706
H -8.801 -31.145 10.274
C -3.249 -31.362 10.166
H -5.600 -30.427 6.272
H -7.434 -29.804 13.416
H -13.048 -23.916 13.894
H -8.469 -32.182 3.040
H -2.104 -24.299 7.944
O -3.947 -20.140 7.817
H -7.476 -31.164 12.359
H -2.588 -18.761 8.522
H -5.063 -25.982 12.667
H -4.704 -26.273 3.815
C -10.558 -24.736 11.935
C -4.660 -30.876 5.958
C -8.459 -31.151 3.388
F -4.255 -26.651 9.933
H -7.567 -27.919 0.868
C 0.188 -23.640 8.637
O -1.162 -29.444 5.877
H -5.967 -27.833 0.305
H -9.243 -30.666 7.756
C -0.209 -24.896 7.895
H -3.452 -25.117 2.280
H -4.558 -22.558 7.580
H -8.365 -22.476 5.735
C -6.172 -28.490 2.382
N -4.746 -31.603 10.159
O -5.463 -26.709 14.501
F -5.842 -27.768 7.093
C -6.615 -28.470 0.914
H -4.863 -25.698 17.048
H -2.983 -30.676 9.351
C -3.523 -29.853 6.056
H -6.683 -29.485 17.106
H -10.341 -24.004 14.638
H -3.408 -29.595 7.114
C -0.508 -28.383 9.165
H -10.510 -29.748 9.867
C -3.067 -19.072 7.586
H -3.857 -27.077 16.776
C -2.905 -30.921 11.567
H -4.735 -31.274 4.943
H -6.783 -28.311 14.856
H -4.410 -29.077 1.626
H -2.640 -24.075 3.473
C -3.129 -25.043 3.325
H -4.440 -31.720 6.620
N -12.643 -24.455 13.140
H -3.113 -23.330 10.018
Sr -1.851 -27.001 5.979
H -5.150 -22.110 10.602
C -8.193 -24.045 7.204
H -3.624 -18.234 7.174
H -6.448 -29.838 11.893
N -3.944 -25.435 5.582
O -8.460 -29.538 11.582
C -10.312 -22.991 6.425
C -2.138 -34.030 7.903
H -2.378 -21.409 8.146
H -10.336 -29.265 7.487
H -4.694 -27.684 12.884
H -6.373 -27.197 12.645
H -2.291 -19.334 6.852
F -3.464 -27.248 7.811
H -1.826 -30.751 11.672
H -1.080 -34.066 8.175
C -1.270 -26.347 2.649
H -3.170 -20.779 9.601
H -2.678 -34.900 8.292
C -7.191 -29.198 3.243
H -3.410 -30.001 11.858
H 0.567 -26.031 9.427
H -3.084 -33.477 10.350
H -0.628 -25.481 2.503
C -5.833 -27.870 15.194
H -4.847 -28.392 5.604
H -1.159 -25.887 9.673
H 0.565 -25.322 7.244
C -8.827 -22.757 6.684
H -0.341 -29.293 8.596
H -12.478 -23.572 4.961
H -2.230 -34.055 6.817
H 0.727 -29.609 6.682
H -10.814 -22.025 6.258
C -5.407 -24.173 4.034
H -8.241 -25.649 12.657
N -3.896 -28.615 5.310
H -4.770 -26.902 18.295
H -4.223 -24.195 9.183
C -8.231 -25.125 11.695
```

orbital gap	7.5	eV
charge	+1
highest occupied orbital energy	-10.2	eV

---

# 3
The following is a DFT calculation (ωB97M-V/def2-TZVPD) of a structure of composition C39H51BiCl3N3O4P2.

Geometry as XYZ:
```
103
C39H51BiCl3N3O4P2 (ωB97M-V/def2-TZVPD)
C 0.451 3.948 3.615
H -2.741 -2.805 -1.422
H -1.863 -0.251 4.527
H -6.472 -0.566 -1.676
H -6.889 1.103 -1.404
H 0.120 -1.967 4.189
Bi 0.339 -0.052 -1.187
N 2.439 -2.262 0.632
H 4.097 -0.427 0.018
H 3.289 4.395 0.858
H 2.939 -1.522 1.152
C 2.401 -0.077 -2.846
O -0.298 -4.313 -2.355
H 2.366 0.981 -3.007
H -2.900 -3.242 2.912
H 5.043 1.032 -0.091
H 2.395 3.373 2.914
H -4.084 -3.537 -0.522
H -3.048 -1.242 3.721
C -0.583 2.266 1.536
H -2.858 3.258 -0.195
C -3.362 -3.284 1.939
C 1.013 -3.193 -0.734
H -1.621 4.433 4.044
P 1.939 1.647 0.590
C 1.479 -3.049 -5.004
H 1.713 -4.116 -5.050
C -2.990 -3.468 -0.591
C 2.140 -2.289 -4.041
H -1.517 -3.715 0.963
H 3.956 2.030 1.852
C -2.366 1.228 0.280
C -2.833 -0.120 0.372
H -0.599 4.540 -4.053
C 0.211 -1.133 -5.718
H -0.349 -0.297 2.552
P -1.637 -1.363 0.859
H 0.334 3.385 -1.324
C -3.244 2.239 -0.194
C -0.431 -2.310 3.309
H 3.811 4.696 -0.784
Cl 3.293 -3.070 -3.021
H -1.104 -3.093 3.655
N 1.465 -1.997 -0.288
H -0.639 3.423 -5.465
H 0.839 5.857 4.598
H -2.636 -4.453 -0.851
O -0.549 -2.095 -2.164
Cl 1.424 3.401 -4.382
C 1.780 -4.258 -0.081
H 0.476 -5.496 -1.690
H 2.845 0.962 3.667
H -2.739 0.384 3.144
H 5.284 -0.132 1.233
C 0.877 -0.344 -4.788
C -0.006 -3.186 -1.832
H -3.842 -4.262 1.864
C 1.026 4.805 4.719
C 0.820 2.389 1.761
C 2.401 3.039 -0.609
C 1.200 3.950 -1.002
H -4.499 -1.470 0.024
C 1.859 -0.901 -3.888
H -2.517 2.967 2.200
H 0.718 0.735 -4.754
N -1.007 1.445 0.539
H 2.294 -0.389 2.687
H 2.745 2.521 -1.509
H -6.997 -0.087 -0.093
C -4.136 -0.443 -0.046
C -0.351 3.546 -4.410
C -1.145 -1.073 2.662
C -4.984 0.568 -0.541
H 3.978 -0.274 3.155
C 3.495 1.090 1.538
H 0.293 -2.771 2.638
C 3.571 3.897 -0.082
H 4.479 3.344 0.106
C -4.526 1.913 -0.628
H -0.551 -0.672 -6.358
H -4.177 -2.559 1.889
C 1.799 -5.735 -0.280
C 3.137 0.307 2.837
C 0.526 -2.494 -5.845
C -2.270 -0.504 3.540
H 0.656 4.523 5.703
H 0.892 4.580 -0.162
C 4.539 0.369 0.621
H 1.489 4.608 -1.827
Cl -1.296 2.366 -3.424
C -2.370 -3.059 0.778
C -1.441 3.034 2.389
O 2.566 -6.400 0.406
H 0.078 -3.114 -6.625
C 2.658 -3.587 0.759
H 3.414 -4.063 1.387
H 3.231 -0.417 -2.241
H 2.115 4.679 4.729
C -0.950 3.849 3.401
C -6.406 0.242 -0.951
C 1.330 3.235 2.758
O 0.986 -6.246 -1.178
H -5.227 2.665 -1.006
```

ΔE to the lowest compared entry with this formula, charge and spin	0.0	kJ/mol
orbital gap	6.3	eV
charge	0
highest occupied orbital energy	-6.6	eV

---

# 4
The following is a DFT calculation (ωB97M-V/def2-TZVPD) of a cluster of 6 separate species, C16H36Br8O2 in total.

Geometry as XYZ:
```
62
C16H36Br8O2 (ωB97M-V/def2-TZVPD)
H 4.791 7.545 2.667
H 2.586 -6.780 -0.258
H 5.763 6.249 2.139
C -1.838 0.055 3.348
H 2.896 6.126 2.158
C 5.008 6.500 2.885
H -2.752 -1.903 3.200
H 0.109 -1.518 1.275
H 3.290 2.116 0.163
H -0.863 2.982 1.491
H 0.899 -7.513 -2.157
O -1.641 0.920 -0.002
H -0.312 1.797 -1.350
Br -4.794 -0.322 3.339
C -3.838 0.001 -0.731
C 1.335 -6.516 -2.095
Br -1.649 0.066 5.277
C -0.521 1.704 -0.285
H -2.234 0.857 -1.973
Br -1.680 -3.237 -0.178
Br -1.646 -1.578 -3.420
Br -0.136 -5.277 -2.717
H -3.534 -1.046 -0.727
C -3.166 -2.292 -4.427
O 4.034 4.452 2.228
H 2.040 -6.588 -2.923
H 5.028 2.464 0.777
C -3.259 -3.828 -4.327
H -4.089 -1.795 -4.129
C 3.952 2.609 0.875
H 2.298 4.133 1.069
H -2.343 -4.365 -4.572
H -2.072 1.071 3.029
H 1.173 -2.846 0.810
H -4.461 0.201 0.140
H 0.417 1.280 0.074
C 3.383 4.027 1.061
H 5.483 6.464 3.866
C -2.932 -0.893 2.831
Br 2.271 -0.648 0.108
C 3.700 5.682 2.745
C -2.688 1.028 -0.996
H -0.851 -0.239 2.991
H -0.491 -1.103 -0.996
H 3.657 4.577 0.162
Br -4.663 -4.452 -5.610
H 0.323 -2.525 -1.624
H 3.775 2.087 1.816
H -1.744 3.513 0.056
H -2.787 -0.961 1.753
H 1.111 -5.887 0.115
H -2.979 -2.059 -5.475
H -0.024 3.800 0.107
C 0.746 -1.900 0.477
C -0.801 3.098 0.409
C -0.127 -2.095 -0.729
H -3.107 2.034 -1.005
H -3.508 -4.204 -3.335
H 3.241 5.522 3.720
Br 2.846 -4.438 -0.845
H -4.474 -0.071 -1.614
C 1.850 -6.084 -0.662
```

structure (SMILES)	BrCCBr.BrCCBr.BrCCBr.BrCCBr.CCOCC.CCOCC
orbital gap	9.7	eV
charge	0
highest occupied orbital energy	-9.4	eV